Molecular formula: C20H63N23O12
Method: DFT, ωB97M-V/def2-TZVPD

Values from the calculation:
HOMO (spin up / spin down), eV: -10.4 / -10.4
Charge: +1
Multiplicity: 2
LUMO (spin up / spin down), eV: -2.2 / -7.3
Maximum force, eV/Å: 8.41

Bonds (Å) are listed after each position.
Atoms and positions in Å:
1 C -1.1679 5.2172 -0.1930  C2 1.574, H12 1.090, H13 1.090, H14 1.090
2 C -1.1535 5.0136 1.3677  C1 1.574, C3 1.560, N7 1.483, C11 1.522
3 C -1.8979 6.2480 1.9637  C2 1.560, C4 1.566, H15 1.090, H16 1.090
4 C -2.2234 6.0926 3.4879  C3 1.566, C5 1.508, H17 1.090, H18 1.090
5 C -2.9015 4.7734 3.7571  C4 1.508, C6 1.551, H19 1.090, H20 1.090
6 C -2.2533 3.5223 3.1084  C5 1.551, N7 1.483, C9 1.569, C10 1.576
7 N -1.9392 3.7964 1.6847  C2 1.483, C6 1.483, O8 1.307
8 O -1.5822 2.7317 1.0168  N7 1.307, H30 0.960
9 C -1.0830 3.1897 4.0985  C6 1.569, H21 1.090, H22 1.090, H23 1.090
10 C -3.2506 2.3022 3.1425  C6 1.576, H24 1.090, H25 1.090, H26 1.090
11 C 0.2883 5.0854 1.8493  C2 1.522, H27 1.090, H28 1.090, H29 1.090
12 H -2.1449 5.4086 -0.6367  C1 1.090
13 H -0.7821 4.5056 -0.9231  C1 1.090
14 H -0.5020 6.0657 -0.3505  C1 1.090
15 H -1.3130 7.1535 1.8020  C3 1.090
16 H -2.8568 6.4003 1.4681  C3 1.090
17 H -2.8143 6.9482 3.8146  C4 1.090
18 H -1.3158 6.1327 4.0902  C4 1.090
19 H -3.9904 4.7671 3.7088  C5 1.090
20 H -2.8820 4.6066 4.8341  C5 1.090
21 H -1.2513 2.4853 4.9131  C9 1.090
22 H -0.2003 2.8810 3.5383  C9 1.090
23 H -0.6583 4.0675 4.5854  C9 1.090
24 H -3.5521 2.0582 4.1612  C10 1.090
25 H -4.1361 2.5829 2.5722  C10 1.090
26 H -3.0465 1.3483 2.6562  C10 1.090
27 H 0.9328 5.7888 1.3221  C11 1.090
28 H 0.8005 4.1262 1.9253  C11 1.090
29 H 0.1616 5.3691 2.8941  C11 1.090
30 H -2.4070 2.5235 0.5719  O8 0.960
31 C 1.2942 -0.5067 2.8384  O32 1.221, N33 1.327, N34 1.258
32 O 0.6907 -1.4845 3.2502  C31 1.221
33 N 2.5890 -0.2192 2.8828  C31 1.327, H35 1.010, H36 1.010
34 N 0.7957 0.4063 2.1304  C31 1.258, H37 1.010, H38 1.010
35 H 3.1766 -0.7730 3.4895  N33 1.010
36 H 2.6856 0.7818 2.9764  N33 1.010
37 H 1.2724 1.2618 1.8836  N34 1.010
38 H -0.1382 0.1353 1.8572  N34 1.010
39 C 0.7231 -1.2788 -4.8648  O40 1.208, N41 1.319, N42 1.307
40 O 1.6015 -1.9261 -4.3473  C39 1.208
41 N -0.1991 -0.5662 -4.2461  C39 1.319, H43 1.010, H44 1.010
42 N 0.3882 -1.4833 -6.1118  C39 1.307, H45 1.010, H46 1.010
43 H 0.0057 -0.6116 -3.2581  N41 1.010
44 H -0.6918 0.1602 -4.7458  N41 1.010
45 H -0.2552 -0.8493 -6.5636  N42 1.010
46 H 1.0225 -2.0985 -6.6010  N42 1.010
47 C 5.5959 -0.6474 0.8080  O48 1.179, N49 1.277, N50 1.305
48 O 6.3416 -0.9301 -0.0607  C47 1.179
49 N 4.4574 -0.1271 0.5541  C47 1.277, H51 1.010, H52 1.010
50 N 5.8060 -0.8077 2.0863  C47 1.305, H53 1.010, H54 1.010
51 H 4.4251 -0.0998 -0.4550  N49 1.010
52 H 3.8750 0.5195 1.0667  N49 1.010
53 H 5.2114 -0.6556 2.8885  N50 1.010
54 H 6.7277 -1.2030 2.2053  N50 1.010
55 C -0.9370 -4.4349 -3.7029  O56 1.146, N57 1.291, N58 1.311
56 O -0.9756 -5.1540 -4.5947  C55 1.146
57 N 0.1317 -4.3743 -2.9809  C55 1.291, H59 1.010, H60 1.010
58 N -1.8674 -3.5947 -3.3199  C55 1.311, H61 1.010, H62 1.010
59 H 0.9509 -4.9606 -3.0538  N57 1.010
60 H 0.0595 -3.5717 -2.3721  N57 1.010
61 H -1.8709 -3.1245 -2.4261  N58 1.010
62 H -2.6339 -3.5452 -3.9758  N58 1.010
63 C 2.2898 2.2325 -0.7891  O64 1.202, N65 1.311, N66 1.297
64 O 1.8204 1.1281 -0.8506  C63 1.202
65 N 3.3504 2.7394 -1.3688  C63 1.311, H67 1.010, H68 1.010
66 N 1.7176 3.3251 -0.3867  C63 1.297, H69 1.010, H70 1.010
67 H 3.9811 2.0696 -1.7854  N65 1.010
68 H 3.6308 3.6841 -1.1472  N65 1.010
69 H 2.3057 4.1235 -0.5785  N66 1.010
70 H 0.9122 3.4512 0.2096  N66 1.010
71 C 2.8740 -4.5960 2.2590  O72 1.223, N73 1.326, N74 1.253
72 O 2.0585 -5.3026 2.8354  C71 1.223
73 N 2.7413 -3.2771 2.2755  C71 1.326, H75 1.010, H76 1.010
74 N 4.0267 -4.8599 1.8450  C71 1.253, H77 1.010, H78 1.010
75 H 3.2578 -2.6723 1.6530  N73 1.010
76 H 2.0488 -2.9101 2.9125  N73 1.010
77 H 4.6830 -4.1029 1.7177  N74 1.010
78 H 4.2377 -5.8430 1.7502  N74 1.010
79 C -3.9229 -0.4405 -0.5830  O80 1.224, N81 1.258, N82 1.272
80 O -3.3815 0.5710 -0.1570  C79 1.224
81 N -5.1556 -0.4941 -0.8281  C79 1.258, H83 1.010, H84 1.010
82 N -3.4094 -1.5944 -0.7319  C79 1.272, H85 1.010, H86 1.010
83 H -5.3354 -1.2009 -1.5267  N81 1.010
84 H -5.7628 0.3001 -0.6840  N81 1.010
85 H -3.9428 -2.2569 -1.2766  N82 1.010
86 H -2.4816 -1.7069 -0.3488  N82 1.010
87 C -0.0028 -1.5197 -0.8306  O88 1.199, N89 1.311, N90 1.278
88 O -0.7377 -2.4675 -0.8140  C87 1.199
89 N -0.4976 -0.3060 -0.8489  C87 1.311, H91 1.010, H92 1.010
90 N 1.2727 -1.4877 -0.7497  C87 1.278, H93 1.010, H94 1.010
91 H 0.1869 0.4357 -0.8852  N89 1.010
92 H -1.4337 0.0015 -0.6266  N89 1.010
93 H 1.8462 -2.3156 -0.6737  N90 1.010
94 H 1.6429 -0.5911 -0.4684  N90 1.010
95 C -1.0309 -5.7605 0.5098  O96 1.224, N97 1.255, N98 1.294
96 O -1.1903 -6.8550 1.0342  C95 1.224
97 N -0.0764 -4.9741 0.7250  C95 1.255, H99 1.010, H100 1.010
98 N -1.6619 -5.3528 -0.5443  C95 1.294, H101 1.010, H102 1.010
99 H 0.5679 -5.1240 1.4882  N97 1.010
100 H -0.0052 -4.1885 0.0942  N97 1.010
101 H -2.3392 -5.9584 -0.9854  N98 1.010
102 H -1.5236 -4.4673 -1.0100  N98 1.010
103 C 3.3359 -4.4330 -1.6505  O104 1.246, N105 1.391, N106 1.292
104 O 2.6809 -4.0004 -0.6832  C103 1.246
105 N 3.0867 -4.0021 -2.9491  C103 1.391, H107 1.010, H108 1.010
106 N 4.1116 -5.4625 -1.7318  C103 1.292, H109 1.010, H110 1.010
107 H 3.7651 -4.3256 -3.6237  N105 1.010
108 H 2.4452 -3.2612 -3.1934  N105 1.010
109 H 4.3249 -5.8459 -0.8221  N106 1.010
110 H 4.2585 -5.9767 -2.5887  N106 1.010
111 C -4.6561 2.5536 -2.6679  O112 1.211, N113 1.302, N114 1.278
112 O -5.2737 2.8490 -3.6665  C111 1.211
113 N -3.4004 2.2163 -2.7405  C111 1.302, H115 1.010, H116 1.010
114 N -5.0096 2.4247 -1.4469  C111 1.278, H117 1.010, H118 1.010
115 H -3.1005 1.9467 -3.6665  N113 1.010
116 H -2.9039 1.9432 -1.9045  N113 1.010
117 H -5.9494 2.6175 -1.1309  N114 1.010
118 H -4.4118 1.8913 -0.8319  N114 1.010